w | Molecular formula: C7H12
Method: DFT, ωB97M-V/def2-TZVPD

Atoms and positions in Å:
C 0.9745 -0.5647 1.6103
C -0.0012 0.1563 0.6459
C -1.0724 0.7944 1.2307
C -0.3179 -0.5390 -1.0670
C 0.6359 0.3879 -0.6619
C 0.8362 1.7703 -1.1594
C -0.9124 -1.8776 -0.6926
H 1.8330 0.0976 1.7121
H 1.3268 -1.5288 1.2514
H 0.5217 -0.6757 2.5936
H -1.7339 1.4367 0.6661
H -1.0410 0.7645 2.3075
H -1.0631 -0.0427 -1.7051
H -0.1634 2.2138 -1.0519
H 1.1497 1.8336 -2.1996
H 1.5214 2.3768 -0.5725
H -1.0783 -2.5556 -1.5267
H -1.8322 -1.6397 -0.1624
H -0.3864 -2.5023 0.0365

Computed properties:
- ⟨S²⟩ = 0.786
- highest occupied orbital energy (spin up / spin down) (eV) = -13.73 / -14.88
- spin multiplicity = 2
- charge = +1

x | Molecular formula: C7H12
Method: DFT, ωB97M-V/def2-TZVPD

Atoms and positions in Å:
C -0.1947 2.7628 -0.5519
C 0.3067 1.5659 0.2659
C -0.5778 0.3803 0.2839
C -1.4926 0.0079 -0.6986
C 0.0608 -0.8257 0.9937
C 0.3181 -1.9406 0.0201
C 1.5206 -2.4605 -0.1851
H 0.1164 2.6773 -1.5924
H 0.3579 3.6453 -0.2398
H -1.2656 2.8832 -0.4812
H 1.2605 1.2079 -0.1349
H 0.4740 1.8781 1.2965
H -2.1402 -0.8514 -0.5747
H -1.7131 0.5785 -1.5964
H 1.0344 -0.5021 1.3687
H -0.6619 -1.1386 1.7510
H -0.4513 -2.2649 -0.6766
H 1.7498 -3.1194 -1.0104
H 2.3823 -2.0800 0.3414

Computed properties:
- ⟨S²⟩ = 0.753
- highest occupied orbital energy (spin up / spin down) (eV) = -14.20 / -14.14
- spin multiplicity = 2
- charge = +1

Most stable: x. Least stable: w.

w | Molecular formula: C8H16Br2FN3O2S2V
Method: DFT, ωB97M-V/def2-TZVPD

Atoms and positions in Å:
V 0.3989 -0.9303 0.9955
C 1.3302 1.3870 -0.7985
C 0.3680 1.9652 0.2498
N -0.6713 0.9751 0.6639
C -1.9732 1.0199 -0.0371
C -1.9187 0.8834 -1.5502
S -1.5126 -0.7196 -2.2870
C 0.1801 -0.5771 -2.8646
C 1.3937 -0.8380 -1.9740
N 1.4978 -0.1030 -0.6723
H 2.2990 1.8685 -0.7055
H 0.9810 1.6056 -1.8038
H -0.0897 2.8829 -0.1215
H 0.9215 2.2256 1.1433
H -0.8949 1.1816 1.6426
H -2.4542 1.9844 0.1304
H -2.6246 0.2643 0.3964
H -1.2352 1.5914 -2.0208
H -2.9159 1.0743 -1.9468
H 0.1603 0.4188 -3.3222
H 0.2260 -1.2951 -3.6850
H 2.2394 -0.5730 -2.6081
H 1.4905 -1.8911 -1.7801
H 2.4445 -0.2994 -0.3376
Br -1.2223 -1.7856 3.0062
C -1.2977 -0.4748 4.4463
Br -1.5291 1.3312 3.8523
H -0.3728 -0.5683 4.9933
H -2.1645 -0.7745 5.0159
O -0.6393 -1.6326 -0.1179
O -1.5992 -1.8462 -1.1166
S 1.7775 -2.7763 1.6110
C 2.7595 -2.8387 0.2310
N 3.4414 -2.8422 -0.7024
F 1.2058 0.1064 2.0741

Computed properties:
- ⟨S²⟩ = 0.764
- highest occupied orbital energy (spin up / spin down) (eV) = -15.48 / -15.53
- spin multiplicity = 2
- charge = +2

x | Molecular formula: C8H16Br2FN3O2S2V
Method: DFT, ωB97M-V/def2-TZVPD

Atoms and positions in Å:
V -0.1174 -0.5764 -0.8320
C 2.4037 -0.2211 1.0102
C 2.6846 0.5234 -0.2730
N 1.3902 0.9854 -0.8344
C 0.8747 2.2728 -0.2779
C 0.1428 2.1278 1.0465
S -0.9739 0.6742 1.0768
C -0.3197 -0.3434 2.4430
C 0.4991 -1.5228 1.9342
N 1.2862 -1.1509 0.7299
H 2.1099 0.4533 1.8089
H 3.2782 -0.7693 1.3609
H 3.1392 -0.1446 -1.0065
H 3.3645 1.3636 -0.1274
H 1.5356 1.1619 -1.8263
H 0.2098 2.6969 -1.0266
H 1.7056 2.9702 -0.1506
H -0.4870 3.0019 1.2080
H 0.8096 2.0532 1.9017
H -1.1818 -0.6983 3.0055
H 0.2344 0.3282 3.0972
H -0.1558 -2.3451 1.6535
H 1.1689 -1.8776 2.7210
H 1.6650 -2.0193 0.3523
Br -2.7602 -2.4175 -2.6838
C -3.3121 -3.1113 -0.9798
Br -3.2822 -1.7304 0.3713
H -2.6243 -3.8895 -0.6797
H -4.3326 -3.4632 -1.0562
O -1.1425 0.7831 -1.8628
O -0.2282 -0.0230 -2.6007
S -2.6960 0.9664 -2.5526
C -2.4288 2.5852 -2.9687
N -2.2303 3.6875 -3.2403
F -0.2290 -2.3312 -0.7418

Computed properties:
- ⟨S²⟩ = 0.767
- highest occupied orbital energy (spin up / spin down) (eV) = -16.28 / -16.28
- spin multiplicity = 2
- charge = +2

Most stable: x. Least stable: w.

w | Molecular formula: C21H24N2O5S
Method: DFT, ωB97M-V/def2-TZVPD

Atoms and positions in Å:
C -3.1698 -4.4238 -0.3242
O -3.9005 -3.3020 0.1075
C -3.4379 -2.0612 -0.2146
C -2.2793 -1.8039 -0.9320
C -1.9041 -0.4885 -1.1670
C -2.6741 0.5707 -0.7252
N -2.2894 1.9203 -0.8596
C -1.6673 2.3638 -2.0811
S -1.5941 2.5461 0.5374
O -2.3572 2.1338 1.6735
O -1.3700 3.9438 0.3177
C -0.0266 1.6822 0.5770
C 1.0760 2.2120 -0.0618
C 2.2576 1.4871 -0.1531
C 2.2968 0.2193 0.4108
C 1.1528 -0.3258 1.0163
C -0.0087 0.4021 1.1146
C 1.4370 -1.7293 1.4637
C 2.7821 -2.0259 0.7907
N 3.3228 -0.7150 0.4242
C 4.6719 -0.5965 0.2135
O 5.3566 -1.5954 0.1122
C 5.2283 0.7849 0.1828
C 5.8462 1.2804 -1.1028
C 6.7200 0.9180 0.0476
C -3.8797 0.3130 -0.0397
O -4.6242 1.3908 0.2759
C -5.7082 1.2265 1.1591
C -4.2320 -0.9998 0.2253
H -3.7245 -5.2909 0.0307
H -2.1630 -4.4393 0.1060
H -3.0988 -4.4623 -1.4158
H -1.6554 -2.6006 -1.3028
H -0.9876 -0.2957 -1.7039
H -2.3223 2.1296 -2.9193
H -0.6820 1.9137 -2.2550
H -1.5530 3.4423 -1.9971
H 1.0030 3.2039 -0.4786
H 3.0998 1.8992 -0.6822
H -0.8946 0.0167 1.5921
H 1.5130 -1.7734 2.5524
H 0.6560 -2.4212 1.1523
H 2.6561 -2.6283 -0.1151
H 3.4976 -2.5363 1.4369
H 4.7054 1.4981 0.8060
H 5.7175 2.3227 -1.3552
H 5.8230 0.6142 -1.9519
H 7.2786 -0.0031 -0.0154
H 7.2088 1.7045 0.6009
H -5.3848 0.7743 2.1004
H -6.0810 2.2306 1.3521
H -6.5044 0.6213 0.7115
H -5.1322 -1.2477 0.7625

Computed properties:
- highest occupied orbital energy (eV) = -8.22
- spin multiplicity = 1
- structure (SMILES) = COc1ccc(N(C)S(=O)(=O)c2ccc3c(c2)CCN3C(=O)C2CC2)c(OC)c1

x | Molecular formula: C21H24N2O5S
Method: DFT, ωB97M-V/def2-TZVPD

Atoms and positions in Å:
C 8.4724 1.9155 -0.1707
O 7.8882 0.6749 0.1433
C 6.5393 0.5606 0.0886
C 5.6596 1.5729 -0.2642
C 4.2938 1.3532 -0.2867
C 3.7663 0.1094 0.0434
C 2.3476 -0.1824 0.0341
C 1.3546 0.6847 -0.2064
C -0.0868 0.3826 -0.1603
O -0.9137 1.2421 0.0703
N -0.4053 -0.9313 -0.4168
C -1.6684 -1.5140 -0.4368
C -1.8228 -2.7568 -1.0561
C -3.0601 -3.3699 -1.1088
C -4.1688 -2.7525 -0.5493
C -4.0037 -1.5335 0.0760
S -5.4105 -0.6879 0.7940
O -6.5905 -1.4674 0.5397
O -5.0947 -0.3631 2.1583
N -5.4392 0.6880 -0.1625
C -4.8518 1.8901 0.4230
C -5.8767 3.0154 0.2161
C -7.1875 2.2645 -0.0147
C -6.7061 1.0347 -0.7820
C -2.7772 -0.9093 0.1505
C 4.6562 -0.9171 0.3965
C 6.0199 -0.7134 0.4254
O 6.9489 -1.6499 0.7560
C 6.5075 -2.9374 1.1074
H 8.1366 2.7031 0.5116
H 9.5452 1.7715 -0.0535
H 8.2581 2.2122 -1.2026
H 6.0335 2.5497 -0.5258
H 3.6420 2.1640 -0.5678
H 2.1075 -1.2121 0.2771
H 1.5580 1.7320 -0.3711
H 0.3435 -1.5199 -0.7529
H -0.9631 -3.2397 -1.5003
H -3.1613 -4.3296 -1.5926
H -5.1504 -3.1957 -0.5819
H -4.6702 1.7020 1.4836
H -3.8979 2.1066 -0.0654
H -5.6212 3.5964 -0.6710
H -5.9194 3.6862 1.0714
H -7.6197 1.9540 0.9373
H -7.9207 2.8468 -0.5691
H -7.3769 0.1803 -0.7170
H -6.5254 1.2783 -1.8351
H -2.6864 0.0354 0.6560
H 4.2497 -1.8830 0.6544
H 5.8640 -2.9161 1.9933
H 7.4092 -3.5043 1.3325
H 5.9746 -3.4208 0.2815

Computed properties:
- highest occupied orbital energy (eV) = -8.15
- spin multiplicity = 1
- structure (SMILES) = COc1ccc(/C=C/C(=O)Nc2cccc(S(=O)(=O)N3CCCC3)c2)cc1OC

Most stable: x. Least stable: w.

w | Molecular formula: CH5NO
Method: DFT, ωB97M-V/def2-TZVPD

Atoms and positions in Å:
C 0.8107 0.6083 1.5114
O 1.0817 0.0233 0.5184
H 1.0140 1.6025 1.7331
H 0.2997 -0.0255 2.4092
N -1.0163 -0.3534 -1.6218
H -0.2677 -0.3492 -2.2833
H -0.5923 -0.2154 -0.6687
H -1.3299 -1.2908 -1.5983

Computed properties:
- highest occupied orbital energy (eV) = -9.82
- spin multiplicity = 1
- structure (SMILES) = C=O.N

x | Molecular formula: CH5NO
Method: DFT, ωB97M-V/def2-TZVPD

Atoms and positions in Å:
N -1.0045 0.3044 0.6146
C 0.3750 0.3853 0.1785
O 0.7118 -0.6719 -0.7327
H -1.6348 0.1235 -0.1525
H -1.2686 -0.2637 1.4037
H 0.4538 1.3083 -0.3949
H 0.9726 0.2156 1.0637
H 0.5202 -0.4595 -1.6467

Computed properties:
- highest occupied orbital energy (eV) = -9.37
- spin multiplicity = 1
- structure (SMILES) = NCO

Most stable: x. Least stable: w.